(1)
ORCA calculation (ωB97M-V/def2-TZVPD) on C45H35Br2N6O2RbSTe as an isolated structure.

Calculated values
- LUMO energy (eV) = 1.14
- multiplicity = 2
- HOMO (eV) = -4.23
- net charge = -1
- relative energy (zero: lowest compared OMol25 entry of this formula, charge and spin) (eV) = 0.0000
- expectation value of S² = 0.758

Last column: Mulliken spin population.
Element x y z (Å)
1 H -1.68 -1.80 2.51  -0.003
2 C -4.43 -1.09 1.92  0.000
3 H 4.42 -0.64 1.52  0.000
4 H 4.19 -4.92 0.07  0.000
5 H -4.31 1.46 -3.23  0.000
6 C -3.21 -0.89 -0.13  -0.001
7 N -0.29 -2.10 -1.45  0.964
8 C -3.07 3.22 -1.29  0.000
9 H -3.15 6.51 -0.59  0.000
10 C 0.44 -1.25 5.61  0.000
11 O 4.07 0.75 -0.54  -0.001
12 C 4.14 -0.68 2.55  -0.001
13 C -3.97 -1.65 0.75  0.007
14 C 5.88 -1.43 -2.79  -0.001
15 C -4.75 5.39 -1.46  0.002
16 C -1.08 -1.64 3.40  0.003
17 C -3.49 5.54 -0.95  -0.001
18 C -4.89 1.76 -2.35  0.001
19 H 5.33 -0.21 5.71  0.000
20 C 2.45 -0.93 4.09  0.000
21 C -4.03 0.18 2.27  0.000
22 H -6.25 6.70 -2.37  0.000
23 Br 5.07 3.21 -2.23  0.000
24 S 2.37 -0.86 8.82  0.000
25 C -5.73 6.57 -1.42  0.000
26 H 0.02 -4.57 -4.50  0.003
27 H -2.82 -1.30 -1.06  0.000
28 Br 7.46 -0.90 -5.29  0.000
29 H -5.92 1.90 -2.67  0.000
30 H -1.20 -4.48 -6.58  0.000
31 H -6.15 4.00 -2.31  0.000
32 H 6.65 1.63 -4.13  0.000
33 C 5.91 -2.81 -2.98  0.000
34 H -5.23 7.50 -1.06  0.000
35 N 4.53 -1.83 -0.81  0.003
36 C -2.23 -1.52 -5.23  0.003
37 C -1.21 4.83 -0.37  -0.001
38 H 2.74 -4.09 -0.65  -0.001
39 C 6.23 0.89 -3.46  0.000
40 H -5.05 -1.68 2.58  0.000
41 C -4.36 3.07 -1.80  0.003
42 O 0.85 -3.84 -2.31  0.035
43 Te -1.84 1.54 -1.26  0.000
44 C 1.35 -1.04 6.72  0.000
45 C 3.70 -3.98 -0.17  0.001
46 C -3.20 0.95 1.45  0.002
47 H -1.27 -1.63 6.79  0.000
48 C 5.07 -0.39 3.56  0.000
49 H -3.05 3.14 1.49  0.000
50 H 3.52 -3.48 0.77  -0.001
51 H -2.81 -0.64 -5.46  0.001
52 C 5.16 -0.96 -1.69  0.001
53 C -1.32 -3.66 -5.88  0.007
54 H -6.48 6.38 -0.67  0.000
55 H 5.22 -4.73 -2.30  0.000
56 H -1.64 -0.81 -3.31  -0.018
57 C -2.61 4.46 -0.87  0.000
58 C -2.12 -2.57 -6.17  -0.006
59 H -4.35 0.58 3.24  0.000
60 C 5.25 -3.64 -2.14  0.000
61 H -1.32 5.41 0.55  0.000
62 H 6.49 -3.27 -3.76  0.000
63 C -2.69 2.24 2.00  -0.001
64 C -0.89 -1.56 5.77  0.000
65 H -1.59 2.32 1.85  0.000
66 N 2.86 -0.93 2.82  0.001
67 C 5.44 1.34 -2.41  0.000
68 Rb 1.80 -0.76 0.02  0.007
69 C -0.62 -3.72 -4.69  -0.004
70 H 6.10 -0.15 3.29  0.000
71 C 0.02 -2.92 -2.41  -0.073
72 H -2.71 -2.62 -7.02  -0.001
73 C -5.18 4.15 -1.87  0.000
74 H -2.74 -1.90 4.71  0.000
75 C 4.65 -0.40 4.89  0.000
76 H -0.68 5.46 -1.08  0.000
77 H -0.60 3.94 -0.19  0.000
78 C 3.30 -0.72 5.15  0.000
79 C 4.57 -3.12 -1.05  0.000
80 N 0.21 -1.38 3.25  -0.003
81 H -2.88 2.26 3.07  0.000
82 C -2.86 0.42 0.20  0.009
83 N 1.02 -1.13 7.97  0.000
84 H -4.20 -2.68 0.46  0.000
85 C -1.54 -1.62 -4.02  0.045
86 C 4.85 0.44 -1.47  -0.001
87 C 6.49 -0.45 -3.66  0.000
88 C -0.72 -2.72 -3.74  0.018
89 C 0.97 -1.18 4.32  0.001
90 N 3.42 -0.72 7.63  0.000
91 H -4.87 0.95 -1.61  0.000
92 C -1.68 -1.71 4.65  0.001
93 C 2.74 -0.79 6.50  0.000

=====

(2)
ORCA calculation (ωB97M-V/def2-TZVPD) on C45H35BrCl2GeN3O2Pd as an isolated structure.

Calculated values
- LUMO energy (spin up / spin down) (eV) = 1.42 / 1.40
- multiplicity = 1
- HOMO (spin up / spin down) (eV) = -2.81 / -2.79
- net charge = -1

Last column: Löwdin charge in e.
Element x y z (Å)
1 C -1.30 3.28 0.55  -0.045
2 C 1.27 -0.88 -4.54  -0.095
3 H 0.61 -0.47 -1.24  0.060
4 H 2.62 -1.77 -1.33  0.100
5 Cl 2.95 2.08 0.49  0.843
6 C 1.69 6.37 0.44  -0.106
7 C 0.84 4.28 -0.42  -0.234
8 Cl 1.11 3.92 -4.21  0.701
9 C -0.26 5.38 1.40  -0.049
10 H 2.30 -0.28 3.80  0.114
11 H 0.62 7.20 2.10  0.088
12 H 2.56 5.29 -1.19  0.110
13 C 0.34 -1.00 5.33  -0.019
14 C 3.19 2.36 -1.20  -0.553
15 H -2.05 -0.93 2.93  0.060
16 H -0.04 -1.03 7.43  0.095
17 H 4.48 -0.46 2.97  0.106
18 H 2.42 7.17 0.39  0.094
19 C -2.49 0.05 -1.24  -0.095
20 C 2.14 2.95 -1.93  -0.343
21 C -3.13 -1.16 0.72  -0.154
22 H 1.81 -0.40 -5.34  0.095
23 C 0.53 -2.03 -4.76  -0.106
24 C 3.55 2.83 -3.91  -0.120
25 H -5.33 -6.77 -1.87  0.092
26 C -1.61 -0.98 3.92  -0.011
27 C -3.35 1.07 -0.88  -0.105
28 C -2.97 -4.97 -0.25  -0.118
29 H -1.91 0.14 -2.16  0.104
30 C 4.97 -0.96 0.95  -0.096
31 C -2.34 -1.08 -0.44  -0.319
32 C 0.58 -0.91 -2.24  -0.162
33 C 3.05 -1.47 -0.38  -0.139
34 H -4.69 1.83 0.61  0.104
35 H 0.43 -3.51 1.09  -0.088
36 H -1.75 3.20 -0.45  0.114
37 C -2.60 -4.09 -1.26  -0.260
38 C 1.85 -0.70 2.91  -0.064
39 C 4.12 -0.74 2.00  -0.059
40 C -0.21 4.32 0.52  -0.151
41 H 0.47 2.38 -0.92  0.083
42 C -4.06 1.01 0.31  -0.090
43 H 1.41 -1.05 5.47  0.098
44 C -4.22 -5.14 -2.70  -0.107
45 H 1.88 0.56 -3.08  0.083
46 H 5.47 1.93 -3.64  0.102
47 C -3.94 -5.93 -0.46  -0.103
48 Pd -0.44 -0.91 1.06  0.739
49 N 0.90 3.24 -1.34  0.055
50 N 0.55 -0.98 2.89  0.008
51 Br -2.97 -1.07 7.83  0.679
52 H 6.04 -0.85 1.07  0.102
53 H -3.50 -1.00 4.91  0.100
54 H -0.75 -3.52 -3.91  0.084
55 H -2.08 3.58 1.25  0.116
56 C -3.25 -4.17 -2.48  -0.121
57 H -1.06 5.40 2.13  0.108
58 O -1.37 1.30 1.90  -0.012
59 H 3.68 3.03 -4.96  0.099
60 H -2.48 -4.90 0.71  0.085
61 C 0.68 6.40 1.38  -0.116
62 H -3.11 -2.09 1.29  0.091
63 H -4.71 -5.20 -3.66  0.093
64 C -0.86 1.85 0.92  -0.656
65 C 4.55 2.23 -3.16  -0.086
66 N 2.21 -1.27 0.61  0.119
67 C -4.57 -6.02 -1.70  -0.114
68 C -0.18 -2.62 -3.73  -0.117
69 C 1.30 -0.33 -3.27  -0.075
70 H 0.52 -2.48 -5.75  0.092
71 H 5.06 -1.50 -1.15  0.099
72 H -2.99 -3.48 -3.27  0.089
73 O -0.05 1.26 0.15  -0.137
74 C -0.20 -0.97 4.02  -0.257
75 C -0.47 -1.01 6.44  -0.145
76 C -2.43 -1.00 5.02  -0.117
77 C 4.43 -1.33 -0.29  -0.068
78 H -3.46 1.94 -1.52  0.101
79 C 1.77 5.32 -0.45  -0.037
80 C -0.41 -2.87 0.85  -0.341
81 C 2.72 -0.90 1.82  -0.299
82 H -4.23 -6.60 0.33  0.094
83 C 4.38 2.01 -1.81  -0.106
84 Ge -1.22 -2.69 -0.86  0.869
85 C -1.85 -1.02 6.28  -0.688
86 C -3.96 -0.12 1.10  -0.096
87 C 2.36 3.18 -3.28  -0.618
88 H -4.53 -0.20 2.02  0.100
89 H 5.15 1.55 -1.21  0.096
90 C -0.18 -2.06 -2.46  -0.263

=====

(3)
ORCA calculation (ωB97M-V/def2-TZVPD) on C45H35ClIrO4P2S3 as an isolated structure.

Calculated values
- LUMO energy (eV) = -3.93
- multiplicity = 1
- HOMO (eV) = -10.40
- net charge = +1
- relative energy (zero: lowest compared OMol25 entry of this formula, charge and spin) (eV) = 5.3089

Last column: Löwdin charge in e.
Element x y z (Å)
1 H -3.20 1.50 -0.50  0.105
2 C 1.51 -3.82 0.51  -0.066
3 S 0.32 -0.86 -1.94  0.982
4 H -5.09 -0.96 -0.58  0.113
5 C -0.24 2.76 2.37  -0.569
6 O -1.23 2.06 2.77  -0.192
7 C 1.20 -2.29 -1.29  -0.382
8 H 3.42 -4.69 -2.15  0.119
9 C 2.53 0.26 0.48  -0.332
10 H -1.08 0.76 0.32  0.002
11 H 4.46 -2.51 0.00  0.113
12 C 3.20 -0.76 2.59  -0.093
13 H -3.35 -1.59 7.10  0.106
14 H 3.21 -0.72 3.67  0.105
15 H 3.02 0.07 -5.88  0.112
16 C 0.02 2.99 -1.97  -0.090
17 C 0.11 6.83 3.46  -0.654
18 H 3.35 -0.76 -1.24  0.095
19 H 2.31 -2.68 -3.07  0.117
20 C 2.33 1.07 -2.18  -0.405
21 H 0.62 -4.10 5.30  0.114
22 C -0.69 -3.21 2.31  -0.406
23 H 0.86 -2.39 3.55  0.053
24 O 0.63 2.19 1.67  -0.174
25 C -1.56 -0.55 4.66  -1.117
26 C -1.94 -3.13 -1.02  -0.104
27 H 4.37 -2.57 2.48  0.113
28 C -3.29 -1.29 6.06  -0.025
29 H -3.03 -4.14 -2.55  0.118
30 Ir -0.66 0.19 2.14  0.747
31 S 0.01 -0.04 4.29  0.810
32 C -3.05 -3.36 -1.81  -0.048
33 H 2.91 -5.40 0.17  0.118
34 C 2.43 -4.53 -0.25  -0.052
35 P 1.93 1.74 -0.50  1.151
36 C -1.59 -4.26 2.15  -0.065
37 H -2.41 -6.04 2.99  0.111
38 H 2.21 1.10 2.43  0.078
39 C 3.59 1.32 -4.24  -0.058
40 H -3.34 3.17 -2.34  0.111
41 H -2.22 -4.31 1.27  0.104
42 H 2.03 6.78 2.50  0.112
43 C 0.00 -4.15 4.42  -0.061
44 H 1.21 -1.07 -4.60  0.114
45 H 4.37 1.83 -4.79  0.111
46 H 0.93 3.43 -2.38  0.109
47 C 1.15 6.22 2.76  -0.082
48 H -2.03 4.23 3.73  0.123
49 C -1.15 4.80 3.46  0.002
50 C 0.87 -2.69 0.01  -0.318
51 H -1.25 4.14 -3.25  0.113
52 H -5.06 -2.77 -2.26  0.114
53 H 1.81 4.39 1.86  0.121
54 C 1.63 0.03 -2.81  -0.360
55 C -0.92 -5.18 4.27  -0.066
56 Cl 0.25 8.49 3.89  0.702
57 C 0.11 -3.17 3.44  -0.161
58 C 3.26 -0.75 -0.16  -0.109
59 O -1.93 -0.83 5.87  -0.117
60 C -4.19 -2.59 -1.65  -0.049
61 H 3.90 2.49 -2.46  0.106
62 C -0.12 4.18 2.75  -0.129
63 C -3.09 -1.34 0.08  -0.134
64 C 2.57 0.25 1.88  -0.152
65 C -1.95 -2.12 -0.06  -0.376
66 O -0.60 -1.36 -3.00  -0.448
67 C 3.91 -1.75 0.54  -0.077
68 C 1.85 -0.32 -4.13  -0.072
69 H -3.50 -2.13 5.40  0.092
70 H 1.30 -4.17 1.51  0.101
71 C -2.30 1.93 -0.92  -0.053
72 C 2.09 -3.00 -2.06  -0.051
73 P -0.49 -1.92 1.02  0.976
74 H -1.83 6.63 4.36  0.111
75 C -1.21 3.40 -2.46  -0.056
76 C -2.38 2.87 -1.94  -0.060
77 C 1.02 4.89 2.41  0.007
78 C 2.71 -4.13 -1.55  -0.047
79 C -1.06 1.55 -0.45  -0.160
80 H -3.13 -0.52 0.79  0.030
81 H -1.01 -5.94 5.03  0.110
82 C 0.14 2.04 -0.96  -0.376
83 H -1.06 -3.74 -1.16  0.115
84 C -1.71 -5.24 3.13  -0.059
85 H -3.98 -0.46 5.87  0.104
86 C 3.33 1.69 -2.92  -0.088
87 S -2.46 -0.65 3.24  0.784
88 C -4.21 -1.57 -0.70  -0.057
89 C -1.04 6.13 3.81  -0.084
90 C 3.86 -1.78 1.93  -0.068
91 C 2.84 0.33 -4.85  -0.053

=====

(4)
ORCA calculation (ωB97M-V/def2-TZVPD) on C45H35ClN8O7S2SeSiTa as an isolated structure.

Calculated values
- LUMO energy (eV) = 2.00
- multiplicity = 1
- HOMO (eV) = -4.82
- net charge = -1
- relative energy (zero: lowest compared OMol25 entry of this formula, charge and spin) (eV) = 2.8245

Last column: Löwdin charge in e.
Element x y z (Å)
1 H -7.73 3.08 1.23  0.088
2 C -5.73 4.82 -0.68  -0.029
3 N -2.90 2.17 1.34  0.156
4 H 5.38 -2.81 -4.19  0.096
5 O 1.42 2.95 -2.82  -0.574
6 O 2.26 2.08 -0.54  -0.752
7 H 7.36 -2.43 1.81  0.094
8 C 4.42 -1.20 0.61  -0.217
9 C 6.91 -0.34 1.58  -0.106
10 Se 1.12 1.32 2.22  0.312
11 C -2.42 -2.52 3.39  -0.015
12 C 3.66 -4.08 -4.06  -0.099
13 H -0.51 -2.57 -5.45  0.106
14 H -4.05 5.57 -1.80  0.102
15 H 2.14 -6.37 2.09  0.094
16 H 1.35 -1.51 2.50  0.042
17 N -0.30 -0.34 -2.18  0.100
18 C 2.54 -4.42 -3.31  -0.095
19 C -3.07 3.49 1.22  -0.174
20 H 1.86 -5.19 -3.66  0.098
21 O -0.76 2.23 -0.51  -0.381
22 H -6.20 1.57 0.14  0.119
23 C 1.34 -4.79 3.31  -0.104
24 C -0.02 0.24 -3.44  -0.339
25 C 2.28 -3.76 -2.11  -0.117
26 C -3.93 3.46 -1.49  -0.331
27 C 4.25 -2.44 -2.41  -0.080
28 H -0.19 -0.06 -5.64  0.141
29 N 0.32 4.46 0.35  0.084
30 H 2.85 -4.86 0.29  0.093
31 H -0.82 2.18 3.97  0.059
32 C -0.33 -1.97 -4.56  -0.007
33 C 2.15 -3.07 1.25  -0.208
34 H -2.62 5.48 1.86  0.093
35 C 0.00 -0.55 -4.70  -0.208
36 C 5.96 0.59 1.18  -0.084
37 C -0.39 -1.64 -2.14  -0.331
38 H 7.87 -0.01 1.95  0.093
39 H -2.76 -1.88 4.19  0.112
40 N -1.02 -0.56 0.58  0.024
41 H 6.17 1.65 1.25  0.100
42 C -6.33 3.69 -0.12  -0.312
43 H -6.20 5.79 -0.58  0.111
44 O -2.24 1.98 -2.75  -0.246
45 C -1.52 -4.15 1.25  -0.013
46 C 0.73 5.71 0.71  -0.230
47 C -1.88 -1.98 2.24  -0.106
48 C -2.48 -3.91 3.47  -0.086
49 H -0.64 -3.53 -3.17  0.106
50 N -2.03 0.37 2.55  0.179
51 C -0.42 -2.49 -3.34  -0.011
52 C -4.53 4.70 -1.36  -0.081
53 O 1.73 -0.65 -0.30  -0.482
54 O -2.11 4.47 -3.01  -0.304
55 C -1.65 -0.57 1.82  -0.340
56 Ta 0.62 0.95 -0.03  1.317
57 C -2.09 1.73 2.30  -0.390
58 H 1.02 -5.46 4.10  0.098
59 C 3.13 -2.76 -1.64  -0.200
60 C 0.03 6.74 0.18  -0.402
61 Si 2.78 -1.85 -0.03  0.506
62 C -1.45 -2.77 1.20  -0.115
63 H -1.10 4.65 3.70  0.104
64 N -1.36 3.37 -0.87  -0.249
65 H 1.39 -4.02 -1.55  0.089
66 O 1.22 -0.13 -4.07  -0.025
67 H -1.17 -4.75 0.43  0.113
68 C 6.63 -1.70 1.50  -0.100
69 C 5.39 -2.12 1.02  -0.095
70 C 1.96 -5.30 2.18  -0.095
71 C 2.36 -4.45 1.16  -0.098
72 H 3.86 -4.58 -5.00  0.094
73 C -0.97 -1.85 0.14  -0.295
74 C -2.03 -4.71 2.42  -0.088
75 H 4.93 -1.67 -2.06  0.102
76 S -2.35 3.30 -2.22  0.682
77 C 1.13 -3.43 3.42  -0.085
78 C -0.67 4.52 -0.47  -0.605
79 H 1.57 5.81 1.38  0.108
80 C 1.53 -2.57 2.40  -0.086
81 Cl 2.02 1.76 -2.10  0.945
82 N -7.54 3.81 0.56  0.098
83 C -1.61 3.96 3.04  -0.078
84 C 4.72 0.16 0.70  -0.074
85 H -7.74 4.73 0.93  0.085
86 H -4.05 1.36 -1.05  0.123
87 H 3.98 0.90 0.41  0.065
88 C -1.45 2.60 3.20  -0.138
89 H 5.18 -3.18 0.98  0.101
90 N -0.64 -2.37 -1.00  0.157
91 H 0.18 7.80 0.31  0.054
92 H -2.87 -4.38 4.36  0.095
93 H -3.75 3.81 0.43  0.056
94 C -2.45 4.42 2.02  -0.084
95 H 0.63 -3.02 4.29  0.106
96 H -0.23 1.29 -3.50  0.092
97 C 4.51 -3.08 -3.61  -0.090
98 C -4.54 2.32 -0.96  -0.075
99 H -2.08 -5.79 2.52  0.098
100 S -1.19 6.13 -0.87  1.053
101 C -5.74 2.44 -0.29  -0.019

=====

(5)
ORCA calculation (ωB97M-V/def2-TZVPD) on C45H38ClP3ReS as an isolated structure.

Calculated values
- LUMO energy (spin up / spin down) (eV) = -10.18 / -10.10
- multiplicity = 1
- HOMO (spin up / spin down) (eV) = -16.17 / -16.17
- net charge = +3
- relative energy (zero: lowest compared OMol25 entry of this formula, charge and spin) (eV) = 0.4302

Last column: Löwdin charge in e.
Element x y z (Å)
1 C -2.94 2.24 0.88  -0.359
2 C -2.10 0.11 4.94  -0.065
3 C -2.00 -1.55 2.57  -0.081
4 C 0.82 -3.06 -3.18  -0.044
5 H 5.78 1.28 -3.50  0.132
6 C -0.91 -1.68 -2.22  -0.368
7 C -1.69 2.30 -3.38  -0.130
8 C 0.24 -1.82 -3.01  -0.106
9 C 1.98 -4.76 1.00  -0.037
10 C -3.44 -0.23 -1.59  -0.308
11 Re -0.15 0.46 -0.14  0.757
12 H -1.91 -2.19 1.71  0.104
13 C 4.65 -0.06 -0.60  -0.049
14 H 3.29 -2.38 -1.02  0.106
15 H -1.66 5.37 0.62  0.123
16 P 2.11 -0.20 0.58  0.978
17 H -1.83 3.13 -6.65  0.126
18 C -4.60 3.89 1.43  -0.030
19 C -2.01 3.26 0.65  -0.111
20 C -1.68 1.13 -5.91  -0.034
21 H 3.63 3.58 3.26  0.123
22 C 2.89 0.93 -1.85  -0.551
23 C 3.94 1.72 4.29  -0.031
24 H 0.73 -4.39 2.71  0.120
25 C -4.24 2.56 1.28  -0.061
26 C 2.04 -1.99 0.70  -0.348
27 H -2.42 -3.11 3.90  0.126
28 H -3.88 0.72 -1.90  0.104
29 H -3.97 5.93 1.31  0.129
30 C -1.60 0.91 -3.52  -0.417
31 C 0.27 -4.18 -2.55  -0.032
32 C -1.60 0.32 -4.78  -0.065
33 H 0.79 -1.95 2.46  0.089
34 C -1.78 -0.08 2.38  -0.570
35 H 1.97 -5.83 1.12  0.125
36 C 3.51 2.50 3.23  -0.052
37 H 5.01 -0.58 0.28  0.132
38 H 4.16 -0.27 5.08  0.124
39 C -2.38 4.59 0.80  -0.040
40 H 3.17 -1.36 3.10  0.109
41 C -0.85 -4.05 -1.74  -0.035
42 C -1.77 3.09 -4.51  -0.044
43 H -1.55 -0.76 -4.89  0.115
44 C 5.08 0.99 -2.72  -0.015
45 C 3.29 0.24 -0.72  -0.378
46 C -2.26 -2.04 3.79  -0.027
47 H -1.71 2.75 -2.39  0.090
48 H -1.85 4.17 -4.41  0.122
49 H -3.88 -1.01 -2.21  0.116
50 S 0.01 1.20 3.29  1.151
51 H 2.63 2.51 1.28  0.112
52 H -0.99 3.02 0.33  0.082
53 H -5.61 4.14 1.73  0.128
54 C 5.54 0.30 -1.60  -0.018
55 P -2.39 0.54 0.73  0.959
56 H -1.28 -4.92 -1.26  0.126
57 C -2.33 -1.20 4.99  -0.034
58 H -4.97 1.79 1.47  0.116
59 H -2.18 0.72 5.83  0.128
60 H 0.71 -5.15 -2.70  0.128
61 C 1.31 -2.57 1.74  -0.114
62 H -2.60 -1.67 5.92  0.126
63 H 6.59 0.07 -1.50  0.130
64 C 3.74 1.32 -2.86  -0.064
65 H -1.68 0.68 -6.89  0.125
66 C 3.26 -0.28 3.13  -0.074
67 H -3.53 -1.49 0.21  0.074
68 C 3.82 0.33 4.25  -0.037
69 P -1.65 -0.05 -2.01  0.899
70 H 3.24 -4.82 -0.73  0.124
71 H 4.38 2.19 5.16  0.126
72 C -3.67 4.90 1.19  -0.021
73 C 1.28 -3.95 1.89  -0.046
74 C 2.69 -4.19 -0.05  -0.053
75 H -2.33 1.72 3.54  0.119
76 C 2.95 1.90 2.12  -0.131
77 C -1.45 -2.80 -1.58  -0.070
78 H 0.66 -0.96 -3.53  0.094
79 C 2.73 -2.81 -0.20  -0.072
80 C -1.76 2.51 -5.77  -0.027
81 Cl 1.18 1.41 -2.01  0.773
82 H 3.39 1.87 -3.72  0.125
83 H 1.68 -3.17 -3.82  0.127
84 C -0.44 0.36 1.89  -0.664
85 C -3.67 -0.45 -0.09  -0.306
86 H -2.35 -2.73 -0.99  0.093
87 H -4.67 -0.15 0.21  0.104
88 C -1.79 0.78 3.66  -0.383
89 C 2.82 0.50 2.07  -0.419

=====

Which of these has the highest multiplicity? C45H35Br2N6O2RbSTe

=====

What is the net charge in the first record? -1